## i
Molecular formula: C4H30N2O12
Method: DFT, ωB97M-V/def2-TZVPD

Kohn-Sham gap: 9.130 eV
E_LUMO: -0.2371 eV
Structure (SMILES): N[C@H](CO)CNC=O.O.O.O.O.O.O.O.O.O.O
HOMO level: -9.37 eV

Each atom is followed by the atoms it is bonded to, with distances in Å.
Geometry (Å):
1 N 0.2293 1.3152 -0.6015  C2 1.474, H9 0.997, H10 0.970
2 C -0.4750 0.4546 -1.5685  N1 1.474, C3 1.634, C5 1.502, H11 1.083
3 C -2.0901 0.7019 -1.5550  C2 1.634, O4 1.359, H12 1.083, H13 1.057
4 O -2.4861 0.7434 -0.2555  C3 1.359, H14 0.977
5 C -0.4348 -1.0058 -1.2210  C2 1.502, N6 1.452, H15 1.174, H16 1.054
6 N 0.6568 -1.4679 -0.3823  C5 1.452, C7 1.452, H17 1.070
7 C 0.5241 -2.5076 0.6220  N6 1.452, O8 1.183, H18 1.141
8 O -0.3639 -3.2646 0.4252  C7 1.183
9 H -0.1868 1.2749 0.3034  N1 0.997
10 H 0.0673 2.2138 -0.9294  N1 0.970
11 H 0.0076 0.5910 -2.5282  C2 1.083
12 H -2.3668 1.6504 -1.9982  C3 1.083
13 H -2.6176 0.0372 -2.1859  C3 1.057
14 H -2.4694 -0.1252 0.1909  O4 0.977
15 H -1.4633 -1.4349 -0.8531  C5 1.174
16 H -0.4387 -1.6288 -2.0712  C5 1.054
17 H 1.5481 -0.8825 -0.2988  N6 1.070
18 H 1.3200 -2.5722 1.4369  C7 1.141
19 O -2.4196 -1.6388 0.9907  H20 0.913, H21 1.014
20 H -3.1969 -1.9383 1.3653  O19 0.913
21 H -1.7992 -2.3984 0.7344  O19 1.014
22 O 3.4024 2.6650 0.8456  H23 0.968, H24 0.980
23 H 2.8463 2.0495 0.3475  O22 0.968
24 H 4.2839 2.6549 0.4166  O22 0.980
25 O 2.0421 -1.1054 -3.8619  H26 0.948, H27 1.073
26 H 2.5534 -0.3191 -3.7222  O25 0.948
27 H 2.6392 -1.8167 -3.3246  O25 1.073
28 O -0.3873 -0.2125 -4.7389  H29 0.940, H30 0.910
29 H -0.6816 0.6631 -4.9116  O28 0.940
30 H 0.4001 -0.4517 -4.3500  O28 0.910
31 O 1.3188 2.1870 3.4768  H32 1.025, H33 1.018
32 H 1.4313 2.9662 2.8198  O31 1.025
33 H 0.5235 1.7178 3.0492  O31 1.018
34 O 1.5737 -0.6171 3.0575  H35 0.995, H36 0.979
35 H 1.7907 -0.6857 4.0261  O34 0.995
36 H 1.9494 0.2699 2.8839  O34 0.979
37 O -3.4070 3.0416 0.9098  H38 1.022, H39 1.017
38 H -2.8521 2.1844 0.8671  O37 1.022
39 H -4.3317 2.7688 0.5856  O37 1.017
40 O -1.1013 -0.3507 2.9382  H41 0.879, H42 0.971
41 H -0.2484 -0.5503 2.8639  O40 0.879
42 H -1.7568 -0.9896 2.6144  O40 0.971
43 O -0.8970 2.2606 2.2241  H44 0.949, H45 0.997
44 H -1.5154 2.9760 2.2985  O43 0.949
45 H -1.3263 1.4785 2.6684  O43 0.997
46 O 3.6290 -2.4566 -2.2250  H47 0.918, H48 1.015
47 H 2.9255 -2.5120 -1.6377  O46 0.918
48 H 4.3865 -1.9958 -1.7313  O46 1.015

## ii
Molecular formula: C4H30N2O12
Method: DFT, ωB97M-V/def2-TZVPD

Kohn-Sham gap: 9.637 eV
E_LUMO: 0.2674 eV
Structure (SMILES): NC(=O)C[C@H](N)CO.O.O.O.O.O.O.O.O.O.O
HOMO level: -9.37 eV

Each atom is followed by the atoms it is bonded to, with distances in Å.
Geometry (Å):
1 N -1.8281 -1.2353 1.7953  C2 1.367, H9 1.009, H10 1.010
2 C -0.9588 -0.6189 0.9392  N1 1.367, O3 1.240, C4 1.507
3 O 0.1988 -0.5095 1.3694  C2 1.240
4 C -1.2821 -0.1600 -0.4589  C2 1.507, C5 1.548, H11 1.120, H12 1.088
5 C -0.2598 0.9671 -0.7431  C4 1.548, N6 1.480, C7 1.544, H13 1.112
6 N 0.0460 2.0190 0.2517  C5 1.480, H14 1.015, H15 1.010
7 C -0.7851 1.7491 -1.9667  C5 1.544, O8 1.448, H16 1.085, H17 1.089
8 O -0.4152 1.1694 -3.2406  C7 1.448, H18 0.969
9 H -2.6993 -1.5281 1.3798  N1 1.009
10 H -1.5434 -1.6389 2.6765  N1 1.010
11 H -1.1342 -1.1419 -0.9778  C4 1.120
12 H -2.2999 0.2124 -0.5530  C4 1.088
13 H 0.7008 0.4471 -0.9530  C5 1.112
14 H -0.6948 2.0040 0.9460  N6 1.015
15 H 0.9159 1.8303 0.7291  N6 1.010
16 H -1.8689 1.7959 -2.0020  C7 1.085
17 H -0.4980 2.7987 -1.9325  C7 1.089
18 H -0.4009 0.2078 -3.1204  O8 0.969
19 O -1.5897 1.3965 3.8591  H20 0.977, H21 0.959
20 H -1.3022 0.6070 3.3614  O19 0.977
21 H -2.2735 1.0387 4.4288  O19 0.959
22 O -3.4297 -1.5903 -2.5573  H23 0.960, H24 0.966
23 H -3.2099 -1.1739 -1.7203  O22 0.960
24 H -2.7728 -2.2913 -2.6585  O22 0.966
25 O 1.6030 -1.9886 -0.7262  H26 0.973, H27 0.949
26 H 2.5600 -2.1606 -0.7596  O25 0.973
27 H 1.3553 -1.3863 -0.0359  O25 0.949
28 O -0.5132 -1.2557 4.6492  H29 0.965, H30 0.987
29 H -0.1389 -0.4426 5.0097  O28 0.965
30 H 0.2906 -1.7252 4.3205  O28 0.987
31 O 1.7664 -1.2719 3.4282  H32 0.969, H33 0.965
32 H 1.7175 -2.0800 2.8952  O31 0.969
33 H 1.6222 -0.5312 2.8269  O31 0.965
34 O -2.8868 1.6721 1.2326  H35 0.955, H36 0.968
35 H -3.0187 2.4727 0.7280  O34 0.955
36 H -2.7699 1.7999 2.1847  O34 0.968
37 O 2.1258 1.2946 -3.9422  H38 0.971, H39 0.994
38 H 2.0891 2.2001 -4.2903  O37 0.971
39 H 1.2440 1.2300 -3.4891  O37 0.994
40 O -0.5406 -2.7518 -2.5053  H41 0.957, H42 0.973
41 H -0.1154 -2.9445 -3.3410  O40 0.957
42 H 0.0505 -3.1600 -1.8495  O40 0.973
43 O 3.3976 1.7573 -1.4729  H44 0.958, H45 0.978
44 H 4.2301 2.1917 -1.6631  O43 0.958
45 H 2.8030 1.6481 -2.2422  O43 0.978
46 O 4.1351 -0.6651 0.2056  H47 0.958, H48 0.950
47 H 3.9074 -0.3583 -0.6727  O46 0.958
48 H 4.4706 0.1005 0.6574  O46 0.950

ii (2.350 eV below the next structure)